CHBr3S | ωB97M-V/def2-TZVPD

Computed properties:
- energy relative to the best compared isomer or geometry (same formula, charge and spin) (eV) = 0.005
- highest occupied orbital energy (eV) = -9.420
- orbital gap (eV) = 8.38

The geometry in ORCA input format:
```
! RIJCOSX wB97M-V def2-TZVPD def2/J DEFGRID3
* xyz 0 1
Br -1.81 2.44 1.47
Br -0.34 -0.39 -1.07
Br -1.70 3.95 -1.39
S -3.68 1.55 -0.72
C -2.48 2.55 -0.26
H 0.47 -0.25 0.00
*
```